ORCA calculation (ωB97M-V with the def2-TZVPD basis set) on a cluster of 2 separate species, C16H17N in total.

Each line ends with the natural charge from an NBO analysis.
CARTESIAN COORDINATES (ANGSTROEM)
C: -0.9335 0.3356 -4.1685  -0.635
C: -1.3622 0.6568 -1.7389  -0.211
C: -1.7214 1.0013 -3.0137  -0.001
C: -2.0704 1.1530 -0.6671  -0.202
C: -3.2043 1.9496 -0.7933  -0.216
C: -2.7780 1.9361 -3.0930  -0.213
C: -3.5393 2.4661 -2.0303  -0.206
H: -0.5357 -0.0134 -1.6303  0.210
H: -1.8948 0.7460 0.3443  0.199
H: -1.6173 0.3929 -5.0416  0.210
H: -0.7230 -0.7095 -4.0637  0.219
H: -3.8770 2.1467 -0.0148  0.209
H: -3.0855 2.0472 -4.0744  0.196
H: -4.2595 3.2668 -2.1986  0.221
H: 0.0051 0.7384 -4.4496  0.222
C: -0.6893 -2.3225 0.4757  -0.633
C: 1.1111 -0.7327 1.3690  -0.091
C: 0.6747 -1.9772 0.8386  -0.089
C: 2.4466 -1.1041 1.7951  0.157
C: 1.7211 -2.9193 0.7905  -0.039
C: 0.5897 0.4540 1.8724  -0.206
C: 1.3898 1.3331 2.4672  -0.222
C: 2.7139 0.9977 2.8777  -0.222
C: 3.2475 -0.2269 2.5340  -0.228
N: 2.8757 -2.3798 1.4464  -0.528
H: -0.3724 0.5201 1.4848  0.208
H: 0.9613 2.2060 2.8922  0.209
H: 3.2665 1.6727 3.6144  0.218
H: -0.8464 -3.3166 0.1819  0.219
H: -1.1965 -1.7408 -0.2305  0.218
H: 1.7779 -3.8978 0.4185  0.205
H: 3.7330 -2.7349 1.3457  0.402
H: 4.3914 -0.4647 2.8818  0.213
H: -1.4323 -2.2043 1.3234  0.208

Atoms 1-3, force components in eV/Å:
-2.8 0.7 -0.7
0.3 0.3 0.5
0.3 0.2 0.3

energy above the lowest of the compared OMol25 structures with the same formula, charge and spin: 2.5976 eV
LUMO energy: 0.9 eV
SMILES: Cc1c[nH]c2ccccc12.Cc1ccccc1
highest occupied orbital energy: -7.7690 eV


ORCA calculation (ωB97M-V with the def2-TZVPD basis set) on a structure of composition C17H25N4OPd.

Each line ends with the natural charge from an NBO analysis.
CARTESIAN COORDINATES (ANGSTROEM)
Pd: -1.3368 0.0593 0.3571  -0.018
C: -0.5900 -3.6562 2.5573  -0.248
C: 0.0799 -3.2306 3.6896  -0.150
C: 0.6274 -1.9579 3.7049  -0.224
C: 0.4747 -1.1430 2.5899  0.164
N: -0.1986 -1.5441 1.5051  -0.455
C: -0.7016 -2.7793 1.4914  0.061
C: 1.0474 0.2427 2.5464  0.173
C: 1.9492 0.6955 3.5047  -0.225
C: 2.4174 1.9965 3.4201  -0.155
C: 1.9750 2.8053 2.3875  -0.251
C: 1.0893 2.2648 1.4698  0.043
N: 0.6412 1.0149 1.5369  -0.453
H: -1.0358 -4.6385 2.4924  0.232
H: 0.1787 -3.8743 4.5534  0.229
H: 1.1481 -1.6109 4.5841  0.222
H: -1.2264 -3.0619 0.5884  0.209
H: 2.2940 0.0570 4.3033  0.223
H: 3.1145 2.3700 4.1584  0.229
H: 2.3010 3.8313 2.2894  0.230
H: 0.7015 2.8607 0.6505  0.198
N: 1.4266 0.8098 -3.9956  -0.497
C: 2.4355 0.8041 -2.8703  -0.237
C: 1.6939 0.4462 -1.5872  -0.259
N: 0.9573 -0.7880 -1.6837  -0.599
C: 0.0535 -0.8266 -2.8061  -0.266
C: 0.7338 -0.5272 -4.1364  -0.237
H: 1.8661 1.0841 -4.8732  0.436
H: 0.7142 1.5139 -3.7846  0.431
H: 2.9022 1.7877 -2.8437  0.231
H: 3.1794 0.0542 -3.1388  0.218
H: 0.9739 1.2408 -1.3487  0.217
H: 2.3955 0.4083 -0.7553  0.246
H: 1.5282 -1.6179 -1.5981  0.376
H: -0.7292 -0.0830 -2.6203  0.224
H: -0.4522 -1.7897 -2.8537  0.245
H: 0.0359 -0.4448 -4.9687  0.232
H: 1.5135 -1.2474 -4.3837  0.218
C: -3.4757 0.3814 -2.1648  -0.246
O: -3.9266 0.8127 -0.8901  -0.515
C: -3.0530 0.7828 0.1168  0.239
C: -3.7795 1.3277 1.3208  -0.738
H: -3.2925 -0.6941 -2.1496  0.189
H: -2.5555 0.9114 -2.4119  0.165
H: -4.2646 0.6302 -2.8713  0.196
H: -4.7396 1.7801 1.0651  0.218
H: -3.1494 2.0473 1.8424  0.232
H: -3.9420 0.4950 2.0099  0.243

Atoms 1-3, force components in eV/Å:
0.4 0.3 0.3
0.0 0.0 -0.1
0.0 0.1 0.0

energy above the lowest of the compared OMol25 structures with the same formula, charge and spin: 0.8105 eV
LUMO energy: -2.9 eV
highest occupied orbital energy: -8.5141 eV
charge: +1